# 1
C26H34BN6O5PtS3 as an isolated structure. Source: the OMol25 dataset; level of theory: the ωB97M-V functional and the def2-TZVPD basis.

Results
Energy relative to the best compared isomer or geometry (same formula, charge and spin)   54.9 kJ/mol
Kohn-Sham gap   5.447 eV
Net charge   -1
Lowest unoccupied orbital energy   0.0754 hartree

Structure (XYZ):
```
76
C26H34BN6O5PtS3 (the ωB97M-V functional and the def2-TZVPD basis)
Pt 0.61940 1.33497 0.23245
C -0.29402 0.17514 5.46549
C -1.33746 -0.33137 4.47068
C -2.29800 -1.25521 5.21908
C -2.15385 0.80204 3.84541
N -0.67454 -1.11729 3.37961
C -0.97212 -2.43635 3.08934
C -0.37836 -2.72486 1.92222
N 0.28424 -1.60048 1.45216
B 0.69482 -1.68379 -0.08772
N 2.17657 -1.39055 -0.55494
C 2.83137 -2.49693 -1.08244
C 4.07559 -2.15236 -1.43572
N 4.22791 -0.80865 -1.13606
C 3.05614 -0.35124 -0.59900
S 2.84817 1.27199 -0.09637
C 5.46350 -0.02649 -1.42658
C 6.51376 -0.96247 -2.02550
C 6.03701 0.54848 -0.13070
C 5.15841 1.06060 -2.45868
N -0.49590 -1.22600 -1.01952
C -1.62784 -2.01521 -1.01552
C -2.53747 -1.47178 -1.83975
N -1.96917 -0.33232 -2.37646
C -0.73194 -0.18763 -1.84591
S 0.34154 1.14833 -2.09129
C -2.61466 0.53225 -3.41221
C -2.85680 1.94213 -2.87416
C -1.72769 0.54171 -4.65808
C -3.96772 -0.07329 -3.77702
C 0.12148 -0.63173 2.39332
S 0.90255 0.90320 2.48359
H -0.80894 0.66428 6.29410
H 0.38200 0.89267 5.00986
H 0.28920 -0.65773 5.86509
H -2.77022 -0.66893 6.00627
H -1.78144 -2.09361 5.69129
H -3.08756 -1.62937 4.56703
H -2.69924 1.31824 4.63781
H -2.86958 0.40531 3.12246
H -1.52131 1.52066 3.33172
H -1.57726 -3.05391 3.72167
H -0.37355 -3.64606 1.37168
H 0.65436 -2.87817 -0.24419
H 2.33960 -3.44652 -1.16189
H 4.85166 -2.74805 -1.87198
H 6.78189 -1.76720 -1.33951
H 7.41086 -0.37469 -2.21684
H 6.18723 -1.38928 -2.97447
H 6.26379 -0.25786 0.56936
H 5.35073 1.23950 0.34981
H 6.96279 1.07935 -0.35867
H 4.76280 0.60907 -3.37016
H 6.08243 1.58690 -2.70406
H 4.43279 1.77891 -2.08861
H -1.71460 -2.88531 -0.39376
H -3.54301 -1.77598 -2.04742
H -1.96659 2.36648 -2.41831
H -3.65888 1.93489 -2.13816
H -3.15941 2.58464 -3.70372
H -0.77234 1.02375 -4.46200
H -2.23401 1.09250 -5.45224
H -1.54583 -0.47847 -5.00370
H -4.63243 -0.11020 -2.91346
H -3.86880 -1.07083 -4.20992
H -4.43078 0.57570 -4.52031
O -5.71849 2.72434 0.55391
C -4.51207 2.62351 0.67210
C -3.54036 3.77416 0.81588
O -3.84124 4.94342 0.94307
C -2.16690 3.18635 0.76555
C -2.33301 1.76125 0.65520
O -1.36798 0.89626 0.58987
C -3.71233 1.35977 0.64875
O -4.16513 0.20847 0.59428
O -1.09370 3.79690 0.80685
```

# 2
A 2-piece molecular cluster, C10H20OSi overall. Source: the OMol25 dataset; level of theory: the ωB97M-V functional and the def2-TZVPD basis.

Results
Energy relative to the best compared isomer or geometry (same formula, charge and spin)   597.0 kJ/mol
Kohn-Sham gap   8.262 eV
Net charge   0
Lowest unoccupied orbital energy   0.0208 hartree

Structure (XYZ):
```
32
C10H20OSi (the ωB97M-V functional and the def2-TZVPD basis)
C 0.90701 2.52758 1.06535
C -0.14300 2.01973 2.07180
C -0.63385 0.55656 1.75717
Si -1.60427 0.30386 0.34702
C -2.39217 1.70634 -0.72824
C -1.95281 -1.30708 -0.60547
C -3.24814 -1.94516 -0.21230
C -0.81146 -2.32072 -0.23650
H 1.64036 1.77674 0.90623
H 0.38208 2.75128 0.16002
H 1.19587 3.44056 1.49766
H 0.30746 2.21680 2.98044
H -1.01059 2.79021 2.02957
H -0.01368 -0.28205 2.02156
H -1.48629 2.26043 -0.98482
H -2.72939 1.36939 -1.62981
H -3.10450 2.29610 -0.30735
H -1.67444 -1.13038 -1.67858
H -4.14956 -1.33003 -0.12121
H -3.51498 -2.89600 -0.78804
H -3.02402 -2.23813 0.77582
H -0.02478 -2.20591 -0.88561
H -1.09046 -3.31867 -0.47674
H -0.33993 -2.44982 0.70762
C 4.25438 -1.20207 -0.61608
C 3.08662 -0.26268 -0.79336
C 2.47090 0.14005 -1.86788
O 1.75144 0.37697 -2.75706
H 5.13486 -0.60866 -0.37280
H 4.51425 -1.68790 -1.47388
H 4.08572 -1.85297 0.15230
H 3.21737 0.50563 0.06319
```